No. 1
This record from the OMol25 dataset describes a molecular structure, C27H34N4O4P2Pb at a distorted geometry. The level of theory is ωB97M-V/def2-TZVPD.

```
! wB97M-V def2-TZVPD RIJCOSX def2/J DEFGRID3
* xyz 2 1
C 4.278 -0.931 5.372
H -5.981 1.579 3.306
N -1.511 -0.941 0.547
N 3.741 0.187 4.583
H 2.765 1.243 -3.925
H 2.831 2.717 -2.927
H -2.918 -1.581 1.899
H -0.078 2.037 -5.615
C 1.002 2.852 1.300
C 3.179 -0.120 3.356
P -1.878 -0.382 -3.298
C -5.065 2.687 1.678
H -0.274 -4.210 1.788
H -0.273 -1.976 -4.147
H 4.965 -0.472 6.082
H -4.100 0.442 -2.711
C -0.161 3.738 -3.311
C 0.751 -4.237 1.401
H -4.068 3.558 0.005
H -4.160 -0.523 -4.207
C -2.656 -0.752 1.237
C 1.198 -3.266 0.531
H 2.695 -2.042 5.485
O 3.284 -1.249 2.834
C -0.161 1.281 -4.825
C 0.305 -2.170 0.147
H 2.424 2.811 -4.647
C -3.482 0.383 1.248
C 3.381 -4.283 0.554
O -2.650 1.517 -0.755
N 0.973 1.578 0.907
C 2.512 -3.303 0.095
C 2.923 -5.269 1.425
H 1.676 4.348 2.651
H -3.983 -1.310 -2.638
H -4.588 -0.401 2.993
H 3.078 2.714 3.972
H -0.052 4.239 -4.271
H 0.402 3.557 0.708
O 0.709 -1.407 -0.811
H 2.876 -2.545 -0.616
C 2.444 1.025 2.742
H -2.234 1.702 -4.411
H 1.722 -0.326 1.219
H 0.469 0.436 -5.123
C -1.351 -1.968 -4.045
C -3.710 -0.439 -3.223
O 3.359 -1.682 6.087
C 2.477 2.377 3.134
H -1.218 3.691 -3.056
H -1.636 -2.775 -3.381
C -3.392 1.515 0.345
C -4.164 2.661 0.631
P 0.556 2.041 -3.314
N -0.827 -2.024 0.793
H 3.172 0.872 5.080
C 1.719 3.286 2.410
H 4.421 -4.290 0.208
H -1.986 0.388 -5.554
C -1.599 0.842 -4.633
H -5.691 3.580 1.837
H 4.843 -1.522 4.654
H 3.602 -6.037 1.782
H 1.203 -6.027 2.498
C 1.606 -5.252 1.828
H -1.836 -2.121 -5.008
C -4.455 0.455 2.318
C 2.318 2.226 -3.748
C -5.240 1.575 2.514
C 1.711 0.698 1.596
H 0.329 4.342 -2.535
Pb -0.523 0.654 -1.042
*
```

Orbital gap (spin up / spin down), eV: 5.13 / 5.19
Energy relative to the best compared isomer or geometry (same formula, charge and spin), kJ/mol: 0.0
Calculated total energy, eV: -66511.504

=====

No. 2
This record from the OMol25 dataset describes 2 unconnected molecules or ions with the total composition CHN3O2 at a distorted geometry. The level of theory is ωB97M-V/def2-TZVPD.

```
! wB97M-V def2-TZVPD RIJCOSX def2/J DEFGRID3
* xyz 0 1
N -1.221 0.539 0.002
C 1.041 -0.963 -0.175
O 2.089 -0.533 0.114
H 0.188 1.774 0.509
N -2.079 -0.067 -0.413
O 0.098 -1.560 -0.530
N -0.116 0.810 0.493
*
```

Orbital gap, eV: 11.11
Energy relative to the best compared isomer or geometry (same formula, charge and spin), kJ/mol: 47.0
Calculated total energy, eV: -9616.919

=====

No. 3
This record from the OMol25 dataset describes a molecular structure, C24H37N3P2STc at a distorted geometry. The level of theory is ωB97M-V/def2-TZVPD.

```
! wB97M-V def2-TZVPD RIJCOSX def2/J DEFGRID3
* xyz 2 4
H -0.166 2.423 -5.102
H 3.216 1.237 4.221
C -3.066 0.987 0.905
H 3.372 -1.656 -0.619
H 2.467 2.223 -3.098
C 2.360 0.738 3.719
C 3.078 -1.499 4.498
H -0.564 -0.348 3.587
H -0.823 -1.332 0.536
C 2.283 1.415 -2.368
H -1.237 2.826 -1.743
P 0.889 1.835 -1.226
H -2.137 -1.372 -5.761
C -0.976 2.450 2.290
C 3.518 -2.483 0.108
N 2.722 -0.631 3.392
H 2.022 0.491 -2.910
C -0.655 1.522 -4.711
H -5.255 -0.590 1.390
C 2.645 -1.120 2.038
C -3.387 -1.617 -1.881
H 2.269 2.999 0.417
H 5.415 -1.158 2.376
Tc -0.089 0.005 -0.051
H 2.039 4.016 -1.053
H -3.751 1.223 1.739
C -1.535 -0.265 3.073
C -4.723 -0.888 0.479
H -3.137 -2.568 -3.822
H 5.695 -2.678 1.476
H -1.846 -1.269 2.741
C -2.552 -1.996 -3.083
C 4.968 -2.143 2.122
H 3.196 1.237 -1.776
C -1.767 -0.595 -5.082
H -6.157 -2.434 -0.035
H 2.269 -1.476 5.259
C -0.842 1.404 -3.323
C -1.463 0.234 -2.802
C -2.860 -0.590 -1.062
H -1.100 3.213 1.505
C -1.932 -0.762 -3.702
C 1.545 3.324 -0.349
C -4.574 -2.263 -1.513
H 4.877 -2.763 3.027
H -0.019 3.374 -2.951
C -0.399 2.502 -2.390
C -3.555 -0.199 0.115
S 1.422 -0.617 1.103
H -2.288 0.159 3.761
H 3.148 -2.558 4.187
H 0.066 2.473 2.647
H -1.659 2.678 3.128
N -1.667 0.063 -1.419
C -5.238 -1.915 -0.326
C -1.115 0.537 -5.595
H -0.974 0.655 -6.674
H 2.636 -3.157 0.084
H 0.718 3.848 0.156
H 4.398 -3.069 -0.228
N 3.687 -1.944 1.454
H 2.120 1.334 2.816
H -2.996 1.874 0.246
H -4.970 -3.062 -2.151
H -1.730 -2.663 -2.735
H 1.485 0.749 4.403
H 4.024 -1.155 4.967
P -1.343 0.787 1.576
*
```

Orbital gap (spin up / spin down), eV: 7.40 / 5.59
Calculated total energy, eV: -61554.241